Here is the ion CH3O2S3 with charge -1 from the Open Molecules 2025 dataset. Energies are from ωB97M-V/def2-TZVPD.

```
9
Properties=species:S:1:pos:R:3:lowdin_charge:R:1
C 1.44875 0.14086 -0.07445 -0.45
S 0.09879 0.75422 -1.22369 0.48
S -1.39385 -0.21071 0.06515 -0.18
O -0.90637 0.23357 1.38139 -0.54
O -1.05300 -1.62301 -0.13410 -0.50
S -3.15011 0.36539 -0.33258 0.15
H 0.84686 -0.11829 0.80182 -0.03
H 2.05226 1.08731 0.11109 0.03
H 2.05667 -0.62934 -0.59463 0.02
```

Its calculated total energy is -37687.653 eV. As for the structure (SMILES): CSS(=O)(=O)[S-]. The charge is -1. For the HOMO-LUMO gap, the calculation gives 0.2959 Eh.